The molecule C3H12N2O3Si, computed with ωB97M-V/def2-TZVPD.

Results
Structure (SMILES) = CO[Si](NN)(OC)OC
Energy above the lowest of the compared OMol25 structures with the same formula, charge and spin = 0.000 eV
HOMO = -8.623 eV
LUMO = 0.8 eV

Element x y z (Å)
Si -0.0386 0.0003 0.0085
O 0.5102 0.8089 -1.2603
O -0.7542 -1.4228 -0.3264
O 1.1331 -0.4290 0.9813
N -1.2124 1.1382 0.6740
N -2.3344 0.7521 1.4943
C -1.4661 -1.9649 -1.4001
C 1.8546 0.8448 -1.7914
C 1.7705 0.3288 2.0148
H 2.3055 1.8011 -1.4129
H -1.8796 0.0090 2.1670
H 1.7728 0.6949 -2.8324
H 1.5922 -0.2348 2.9375
H -2.3100 -1.2191 -1.5264
H -1.7689 -2.9225 -1.0040
H -1.5947 2.0020 0.2214
H 2.3546 0.0703 -1.1806
H 1.1143 1.2629 1.9703
H -3.0483 0.0763 0.9821
H -0.9344 -2.0339 -2.4124
H 2.9339 0.4375 1.6955

=====

A structure of composition C39H49AsBrMnN6O2Si2, computed with ωB97M-V/def2-TZVPD.

Results
Charge = +1
Energy above the lowest of the compared OMol25 structures with the same formula, charge and spin = 0.083 eV
Spin multiplicity = 6
⟨S²⟩ = 8.755
HOMO (spin up / spin down) = -8.633 / -8.725 eV
LUMO (spin up / spin down) = -2.2 / -2.2 eV

Element x y z (Å)
Br -4.4067 0.6373 5.9498
As 0.1674 0.1283 -2.2729
Mn 0.7105 0.7034 0.1668
Si 0.4796 1.6099 -4.0292
Si -0.2128 -1.8832 -3.3244
O -1.5540 2.0656 1.7817
O -1.5466 -0.3374 0.7351
N -2.6495 -3.5837 2.8634
N 0.8392 0.0954 2.4942
N 2.5036 1.7906 1.3487
N 2.7193 -0.6040 -0.0001
N 0.2683 2.9315 -0.3956
N -2.9918 -2.9531 0.7430
C 0.3643 5.3058 -0.6056
C -2.6048 -6.9850 1.3754
C 1.2781 -2.6556 -4.1619
C 5.0794 -2.0581 -0.1147
C -1.6004 3.3862 2.3136
C 4.9595 -0.9713 0.7330
C 3.7559 -0.2820 0.7703
C 3.9976 -2.4083 -0.9074
C 1.8395 2.3083 2.5419
C -0.0387 -0.9861 4.4430
C -3.5806 -0.9557 3.7553
C -2.6710 -4.7098 2.0458
C -1.5766 -1.7350 -4.5981
C -2.8668 -6.6003 0.0491
C 0.1767 0.1627 5.1866
C 1.4791 3.1020 -3.4639
C -2.2802 1.1262 2.4475
C -1.1589 2.2137 -4.7040
C -2.9084 -4.3418 0.7207
C -1.5969 4.1516 -1.2922
C -2.5049 -6.0523 2.3859
C 0.2969 -0.9652 3.1029
C 0.9313 4.0832 -0.2519
C -2.2910 -0.1527 1.8836
C 3.0850 2.7954 0.4364
C 3.5540 0.8422 1.7492
C 0.7715 1.2560 4.5772
C -2.9343 1.3613 3.6428
C -2.9422 -1.1887 2.5342
C 2.3330 4.1014 0.2975
C 1.4237 0.8234 -5.4416
C -0.9112 5.3468 -1.1295
C -0.9753 2.9812 -0.9159
C -3.0219 -5.2753 -0.3054
C -2.8706 -2.5819 2.0649
C 1.1035 1.1784 3.2346
C -3.5715 0.3092 4.2897
C -0.7898 -3.0916 -1.9935
C 2.8484 -1.6460 -0.8281
H 3.1963 2.3166 -0.5404
H 0.8711 0.0087 -5.9150
H -1.8826 -3.0840 -1.9539
H -2.4386 -1.2139 -4.1762
H -4.0549 -1.7845 4.2607
H 4.5000 1.3716 1.9059
H 2.5490 2.7507 3.2541
H -1.4629 -1.2859 0.5457
H 0.1412 -1.8452 2.4880
H -1.8967 -2.7297 -4.9250
H -2.9386 2.3406 4.0954
H 2.9334 4.7266 -0.3673
H 1.1307 3.0903 2.2652
H 6.0045 -2.6176 -0.1619
H -1.1569 3.4195 3.3127
H 2.0280 -2.9821 -3.4363
H -0.4113 -2.8374 -0.9986
H 2.3902 0.4355 -5.1124
H 5.7834 -0.6562 1.3611
H -3.4144 -2.3917 0.0207
H -2.4889 -8.0365 1.6035
H -2.9514 -7.3629 -0.7142
H -2.6283 3.7485 2.3588
H -0.4780 -1.8748 4.8751
H -2.3158 -6.3384 3.4123
H -1.7407 2.7372 -3.9411
H -1.0049 2.8975 -5.5453
H 1.0047 2.1514 5.1403
H -2.5947 4.1190 -1.7074
H 0.9555 -3.5409 -4.7197
H -1.2538 -1.1864 -5.4866
H -1.3592 6.2901 -1.4156
H 1.9154 3.6034 -4.3330
H 3.2880 0.3967 2.7072
H 1.7642 -1.9737 -4.8602
H 2.2968 2.7948 -2.8062
H 4.0441 -3.2442 -1.5919
H -1.0303 4.0131 1.6347
H -0.4756 -4.1169 -2.2083
H -1.7584 1.3708 -5.0560
H 0.9443 6.2111 -0.4799
H -1.4730 2.0298 -1.0446
H -0.0979 0.2000 6.2333
H -3.2251 -4.9899 -1.3281
H 2.3253 4.6377 1.2506
H 1.6055 1.5863 -6.2059
H 4.0934 3.0557 0.7777
H 1.9966 -1.8389 -1.4639
H 0.8634 3.8356 -2.9359

=====

A cluster of 6 separate species, C15H36NO18S4 in total, computed with ωB97M-V/def2-TZVPD.

Results
Charge = -1
Energy above the lowest of the compared OMol25 structures with the same formula, charge and spin = 0.749 eV
HOMO = -5.703 eV
LUMO = 1.9 eV

Element x y z (Å)
S -2.4941 2.0850 5.1383
S 4.0119 -1.3640 1.1793
S -0.7111 -5.9000 -2.9657
S 1.8779 5.0720 2.0193
O 2.6609 -0.7570 1.9543
O -0.9761 0.0570 0.1733
O -0.0561 -6.5590 -1.8577
O 1.8689 5.2520 0.2783
O -1.7871 3.1510 4.5683
O 4.6349 -2.1640 2.1383
O 2.4779 3.7800 2.3353
O -2.5491 0.8870 3.9213
O 0.5099 5.2740 2.3963
O -2.8121 -0.5370 -4.6067
O 0.0679 -1.0780 -1.3227
O 0.0989 1.1660 -1.3487
O 0.4969 -5.3180 -3.9577
O -3.7951 2.2650 5.6173
O -4.2981 0.2140 -3.2227
O 4.6919 -0.2440 0.5333
O -1.7501 -4.9380 -2.7477
O -4.6861 0.4340 -5.4687
N -0.1301 0.0880 -0.8157
C 2.9309 6.3350 2.5863
C -3.1261 -0.2940 -2.3897
C -3.5921 -0.4610 2.4103
C -3.9621 0.0960 -4.5047
C -2.0341 -0.6640 -3.4807
C 3.4829 -2.4930 -0.0467
C 1.0029 0.9700 2.4683
C 1.4819 4.0650 -0.4167
C 2.0949 -3.5200 -4.3657
C -3.8481 0.6180 3.5333
C -1.5711 -7.0060 -3.9837
C 1.2629 -4.3810 -3.2987
C 2.2209 0.5420 1.6183
C -1.4331 1.4960 6.4153
C 1.2549 4.3110 -1.9737
H 4.3339 -2.8340 -0.7217
H 3.2009 -1.7440 -0.8387
H -4.4131 0.2780 4.3203
H 1.2849 5.3550 -2.0027
H -4.5411 -0.6290 1.8203
H 3.2559 6.2970 3.7253
H -1.6081 -1.5890 -3.3727
H 1.9989 -4.7850 -2.4477
H 3.0639 1.3110 1.7293
H -1.0511 -0.0320 -3.3057
H 0.6019 -3.5570 -2.7027
H 2.6109 -3.3520 0.0883
H -2.8031 -0.2860 1.8333
H -3.4301 -1.2290 -1.7697
H 2.1969 4.5810 -2.4197
H -1.8771 1.0670 7.2573
H -2.7191 0.4880 -1.7447
H 3.9609 6.4860 2.0293
H 0.5149 3.8670 -0.0057
H 2.4359 -2.5560 -3.8297
H 1.9649 0.7310 0.6523
H 1.5509 -3.0950 -5.1077
H 0.5529 1.8170 1.9223
H 2.8699 -4.1420 -5.0717
H 2.0769 3.1220 -0.1087
H -1.7311 -6.5090 -5.0517
H 0.5219 3.5950 -2.4947
H -1.0361 2.3300 6.9263
H 0.3649 0.2630 2.5383
H -3.3091 -1.3210 2.9233
H 1.2459 1.1890 3.3703
H -2.6341 -7.2950 -3.7487
H 2.6649 7.3310 2.3453
H -0.9081 -7.8820 -4.3297
H -0.5211 0.7920 6.1373
H -4.2111 1.4570 2.9483

=====

A cluster of 2 separate species, C5H6F3N2 in total, computed with ωB97M-V/def2-TZVPD.

Results
Charge = +1
Energy above the lowest of the compared OMol25 structures with the same formula, charge and spin = 4.192 eV
HOMO (spin up / spin down) = -13.403 / -11.769 eV
LUMO (spin up / spin down) = -4.7 / -8.0 eV

Element x y z (Å)
F -1.0235 1.3015 3.5956
F 1.0682 0.8888 3.9084
F -0.2413 -0.7703 3.5698
N 0.2184 1.3430 0.0203
N 0.4503 -0.7336 -0.3086
C -0.3267 -1.2871 -2.4994
C -0.1322 0.4490 3.9026
C 0.5596 0.2199 0.5872
C -0.0831 1.1439 -1.2684
C -0.0059 -0.1938 -1.4877
H 0.1721 -1.1399 -3.5663
H 0.6930 -1.6663 -0.2725
H -0.4210 1.8170 -2.0011
H 0.4923 2.2351 0.4355
H -1.4530 -1.3022 -2.6006
H 0.0326 -2.3049 -2.0147

=====

A cluster of 2 separate species, C6H7N in total, computed with ωB97M-V/def2-TZVPD.

Results
Structure (SMILES) = N#CC1C=CC=C1.[H][H]
Energy above the lowest of the compared OMol25 structures with the same formula, charge and spin = 2.376 eV
HOMO = -9.365 eV
LUMO = 0.6 eV

Element x y z (Å)
N 0.0616 3.1496 -0.0635
C 0.1043 2.0814 0.3781
C 1.4704 0.0211 0.7095
C -0.2250 -1.3082 -0.0906
C 1.2234 -1.1599 0.1273
C -0.8606 -0.2179 0.3596
C 0.1568 0.7319 0.9536
H -0.6925 -2.1742 -0.5472
H -0.0155 0.8277 2.0365
H -1.9236 -0.0097 0.3383
H -1.6175 -0.1534 -2.4902
H -2.2577 -0.2919 -2.8421
H 1.9643 -1.9037 -0.1454
H 2.4290 0.4359 0.9966

=====

A structure of composition C29H34EuGeN2O6P, computed with ωB97M-V/def2-TZVPD.

Results
Charge = +2
Spin multiplicity = 7
⟨S²⟩ = 12.050
HOMO (spin up / spin down) = -12.836 / -12.836 eV
LUMO (spin up / spin down) = -10.1 / -6.7 eV

Element x y z (Å)
Eu 0.4244 1.6137 -1.5725
Ge 0.3075 -1.6239 3.1545
P -0.6058 -0.7032 -3.7260
O 2.9188 1.5371 -1.2298
O 3.9430 0.6980 0.5733
O 1.4950 -0.4991 2.5218
O 0.6622 0.1976 0.4473
O 0.2165 2.9531 0.3153
O -5.2364 4.1860 -4.9331
N -5.0470 3.3588 -2.8174
N -0.9441 2.6864 -3.5300
C -2.2194 3.0049 -3.2793
C 3.4793 -3.0705 5.6268
C 3.2056 1.5511 0.0510
C -0.5388 -5.6434 0.7736
C 1.4582 4.6587 1.6180
C 2.4897 2.5123 1.0040
C 0.5345 -1.9645 -3.0636
C 1.4679 -3.3228 6.8896
C 0.6947 -2.7900 5.8537
C 1.6048 3.6521 0.4565
C 2.7275 -2.4420 4.5922
C -0.7856 -4.4219 0.2232
C -4.5339 3.7006 -4.0551
C 1.5328 1.7650 1.9180
C 2.8113 -3.5668 6.7158
C -0.0144 -3.2669 2.2381
C 0.1723 -4.5460 2.8207
C -0.5695 -3.2237 0.9697
C -0.0144 -5.6806 2.0756
C -0.7238 -1.2244 -5.4960
C 1.3335 -2.2434 4.7290
C 0.2317 2.5819 1.8329
C -2.1589 -1.2407 -2.9373
C 0.2880 3.9824 2.4300
C -1.1685 3.3923 -5.7730
C -2.4915 3.7044 -5.5906
C -0.4297 2.8474 -4.7354
C -3.0670 3.5176 -4.2446
C 1.2173 0.3975 1.5669
H 1.5105 -1.9735 -3.5638
H -0.7323 -2.3779 -5.5660
H 0.2943 -6.6904 2.4381
H 2.3851 4.6538 2.2141
H -0.6827 2.0153 2.0799
H -0.8716 -2.3116 0.4716
H 4.5420 -3.0293 5.5757
H -2.5978 -2.1489 -3.4011
H 1.8869 1.7423 2.9772
H -2.8631 -0.4459 -3.1626
H 3.2603 -2.0079 3.7565
H -2.5585 2.8029 -2.2759
H -6.0403 3.5771 -2.7348
H 0.5888 2.5275 -4.9509
H 3.3559 -4.0378 7.6019
H 1.2832 5.6656 1.2552
H 0.9448 -3.5159 7.8311
H -3.0850 4.1667 -6.3474
H 0.2009 -2.9986 -3.2406
H 0.5740 -1.9452 -1.9748
H -4.7830 2.4856 -2.3698
H -0.8231 -0.7424 3.6520
H -2.0051 -1.4156 -1.8772
H 0.4229 3.9273 3.5164
H -0.4048 -2.7738 5.9436
H 0.1643 -0.8874 -6.0898
H 2.0337 4.1278 -0.4937
H -0.7392 -6.5418 0.1724
H -1.0371 -4.3249 -0.8389
H -1.6668 -0.8994 -5.8844
H -0.6225 4.4258 2.1705
H -0.5660 3.6279 -6.6459
H 3.3558 2.9289 1.5382
H 0.6076 -4.6316 3.8090

=====

A cluster of 8 separate species, C8H30BF4N12O7 in total, computed with ωB97M-V/def2-TZVPD.

Results
Charge = -1
HOMO = -7.418 eV
LUMO = 2.0 eV

Element x y z (Å)
F -0.0162 -0.5853 -1.1004
F 1.8728 0.3489 -0.6774
F 0.0024 0.9002 0.5545
F 0.1394 1.6987 -1.5384
O -0.5634 -3.9881 3.4499
O 5.0028 2.8531 0.9115
O 2.3867 -0.1676 4.4489
O -2.4502 -0.4207 -5.5962
O 2.0192 -4.4941 -1.5202
O -2.6389 4.9913 1.4065
O -4.6037 -1.5780 -0.8577
N -1.3264 -0.3389 -3.5986
N -2.4532 -2.1573 -1.5439
N -2.2915 3.4843 -0.1072
N -2.1911 2.7964 1.9083
N 2.4207 -0.2500 2.2256
N 1.3179 -2.4057 -2.0664
N 1.2794 1.2770 3.2476
N 2.7674 2.9945 0.7928
N 1.6478 -2.8312 -0.0846
N -2.7798 -0.4898 -0.2319
N -1.5579 1.4437 -4.6259
N 3.9716 2.6026 -0.9362
C -3.3774 -1.4489 -0.9056
C 3.9769 2.8262 0.3106
C -0.3056 -3.1111 2.3182
C -2.3674 3.8703 1.1055
C 2.0524 0.2451 3.4069
C -1.8415 0.2376 -4.6519
C 1.6278 -3.3638 -1.2465
C -1.2745 -1.9587 2.3926
B 0.5412 0.6392 -0.7436
H -0.4836 -3.7266 1.4364
H -0.5750 0.1306 -3.1137
H -1.4539 -2.0446 -1.4503
H -1.9026 2.0832 -5.3276
H 0.0259 -4.7426 3.3789
H 0.7557 0.9656 2.4421
H -1.1767 -1.3685 1.4814
H 0.7649 -2.9085 2.3505
H 1.5382 -2.6724 -3.0153
H 1.2637 -1.9086 0.0612
H 4.7214 2.0317 -1.2994
H 3.1050 2.5572 -1.4530
H -1.6024 2.0298 1.6154
H -1.7768 -0.5146 -0.3482
H -2.1722 2.9605 2.9047
H -2.3296 4.1121 -0.8975
H -2.0770 2.5028 -0.2106
H 1.1469 -1.4568 -1.7657
H -3.1943 0.2909 0.2567
H 0.8596 1.8096 3.9960
H 3.0551 -1.0357 2.2463
H 2.0685 -3.2911 0.7101
H -1.5186 -1.3201 -3.4557
H 2.0354 3.1406 0.1124
H 2.7078 3.1454 1.7897
H 2.3244 0.2499 1.3533
H -0.8606 1.8258 -4.0031
H -2.9028 -2.8061 -2.1740
H -2.3144 -2.2048 2.6074
H -1.0195 -1.4548 3.3249

=====

A cluster of 4 separate species, C3H15NO4 in total, computed with ωB97M-V/def2-TZVPD.

Results
Structure (SMILES) = CCNCO.O.O.O
Energy above the lowest of the compared OMol25 structures with the same formula, charge and spin = 2.005 eV
HOMO = -9.191 eV
LUMO = 0.0 eV

Element x y z (Å)
O 1.9543 -4.6220 3.6352
O -1.8016 -1.9695 1.0137
O 2.0761 0.0590 -0.0817
O -0.8695 4.3942 2.9221
N -0.1118 0.7546 -0.9511
C -0.0056 0.3654 -2.4301
C -1.3131 0.6292 -3.1225
C 1.2173 1.0995 -0.4282
H 0.2681 -0.6837 -2.5202
H -0.3699 -0.1278 -0.4402
H 0.7669 1.0389 -2.7843
H -1.2690 -2.7558 0.8615
H 1.7618 -0.7536 0.3215
H 1.8455 -4.4437 2.6977
H -0.7011 3.4920 3.2074
H 1.7044 1.5490 -1.2695
H -1.7589 4.6944 3.1739
H 1.0269 1.7200 0.4685
H -2.1745 -2.1608 1.8817
H -1.1464 0.9657 -4.1625
H 2.7825 -4.2744 3.9862
H -1.8612 -0.3164 -3.2907
H -2.0212 1.3458 -2.6881

=====

The molecule C31H48F6N2O5, computed with ωB97M-V/def2-TZVPD.

Results
HOMO = -9.133 eV
LUMO = 0.6 eV

Element x y z (Å)
F -0.1434 1.5516 -2.7253
F -0.9740 2.4229 -0.8648
F 5.0216 4.5171 -3.3503
F 3.2454 4.1957 -4.5600
F -1.0352 -4.5510 0.2337
F 3.4772 6.0357 -3.4273
O -6.9916 1.0527 0.5143
O -2.0600 0.1068 -1.4336
O 1.4292 -0.2554 -1.1790
O 5.9289 0.6006 1.0934
O -8.1635 -0.2146 1.9481
N -2.3783 1.6695 2.3448
N 2.5435 -0.0533 0.9013
C -0.9361 -0.5766 -0.9106
C -0.6475 -4.2502 -1.0822
C -3.5111 0.8589 0.3766
C -5.4173 -1.1503 -1.7819
C -3.2930 -0.1281 -0.7723
C 2.0971 -1.2902 1.5229
C 2.9986 4.0776 -2.2025
C -7.8375 0.8724 1.5612
C -8.3099 2.1659 2.1596
C 1.2961 2.6811 -1.2530
C 0.1241 -2.9309 -1.1131
C -7.2712 0.2351 -0.6436
C -6.4673 -1.0686 -0.6686
C 1.9169 3.2223 -2.3730
C 0.1031 1.7603 -1.3965
C 2.8351 3.8640 0.1834
C 4.9381 -1.1505 -0.3364
C 0.2747 0.3946 -0.7008
C 3.1473 -3.8392 3.0195
C -0.6205 -1.7724 -1.8108
C 3.4679 4.3968 -0.9325
C -4.4113 0.0068 -1.8247
C 2.3067 -2.7023 3.6301
C 3.6815 4.6996 -3.3876
C 5.7388 0.1633 -0.2376
C 6.9046 -0.1516 1.7830
C -2.6055 0.6992 1.5650
C 3.6503 -1.0306 -1.1471
C 1.7464 3.0163 0.0195
C 2.5699 -1.3540 2.9736
C 2.6716 -0.0208 -0.5289
H 3.4737 -4.5309 3.7945
H 4.0519 -3.4223 2.5693
H -4.9175 0.9652 -1.7056
H 3.8750 -0.7228 -2.1703
H 2.5917 -4.3838 2.2580
H 2.4191 -2.1827 0.9747
H 1.2572 2.6005 0.8914
H 2.5809 -2.6101 4.6846
H 6.7072 0.0483 -0.7397
H 0.2697 -2.6623 -0.0666
H -2.1576 -0.2814 1.7619
H -9.0080 1.9470 2.9630
H -1.2021 -0.9753 0.0727
H -7.4669 2.7585 2.5114
H 1.5652 2.9787 -3.3645
H 5.1999 0.9639 -0.7472
H -3.3346 -1.1571 -0.3833
H -0.0490 -5.0922 -1.4340
H -1.5651 -4.2118 -1.6723
H 4.3154 5.0612 -0.8180
H -7.0519 0.8645 -1.5055
H 1.2422 -2.9439 3.6087
H 0.9992 -1.2884 1.5466
H 3.1651 -2.0093 -1.1818
H 6.5606 -1.1709 1.9942
H 7.8300 -0.2075 1.2001
H 3.0504 0.9773 -0.7657
H -7.1781 -1.8898 -0.7898
H 5.5540 -1.9493 -0.7569
H -0.1099 -1.4581 -2.7199
H -4.5401 0.7741 0.7372
H 3.1796 4.0934 1.1832
H -6.0227 -1.2184 0.3173
H 2.0980 -0.5323 3.5209
H 3.6477 -1.1424 2.9878
H 3.3491 0.3505 1.3592
H -1.6004 -2.1415 -2.1315
H 7.0901 0.3470 2.7322
H -8.8240 2.7345 1.3824
H -1.7755 1.3799 3.1128
H 0.3350 0.6045 0.3694
H 1.0879 -3.0971 -1.5904
H -5.9316 -1.2446 -2.7428
H -3.3673 1.8684 -0.0141
H -8.3421 0.0255 -0.6541
H 4.6950 -1.4776 0.6792
H -3.9167 -0.0269 -2.7960
H -4.8696 -2.0889 -1.6482

=====

no.,maximum force (eV/A),molecular weight (Da)
1,4.499,152.2
2,0.652,899.8
3,7.674,646.7
4,3.308,151.1
5,1.126,93.1
6,5.054,762.1
7,9.278,493.2
8,2.447,129.2
9,0.739,642.7